Record 1
{
  "formula": "C23H30Cl2CoI2N2O5S",
  "method": "the ωB97M-V functional and the def2-TZVPD basis",
  "species": ["Co", "N", "C", "C", "O", "O", "H", "H", "H", "H", "I", "C", "I", "H", "H", "Cl", "C", "C", "C", "C", "C", "Cl", "C", "N", "C", "C", "C", "C", "C", "C", "C", "C", "O", "O", "H", "H", "H", "H", "H", "H", "H", "H", "H", "H", "C", "C", "C", "S", "O", "C", "C", "C", "H", "H", "H", "H", "H", "H", "H", "H", "H", "H", "H", "H", "H", "H"],
  "xyz": [[1.1035, -0.4907, -0.1308], [2.0071, -1.2475, -2.1696], [1.2350, -0.7270, -3.2938], [0.0146, 0.0843, -2.7734], [-0.8115, 0.5051, -3.5571], [-0.0266, 0.2250, -1.5090], [2.9971, -1.0530, -2.2646], [1.8941, -2.2512, -2.0629], [0.8436, -1.5171, -3.9408], [1.8355, -0.0519, -3.9045], [0.4100, 2.3262, 1.0021], [-0.8109, 1.1664, 2.3218], [-0.4154, -0.9297, 2.1135], [-1.8547, 1.3484, 2.0653], [-0.5857, 1.4534, 3.3438], [0.0451, -3.9688, 2.4393], [0.9924, -4.6530, 1.1600], [0.3481, -4.8929, -0.0398], [1.0260, -5.4429, -1.1103], [2.3704, -5.7417, -0.9754], [3.0055, -5.4745, 0.2184], [4.7129, -5.8074, 0.3210], [2.3582, -4.9229, 1.3404], [3.0526, -4.7670, 2.5070], [2.8135, -3.7971, 3.5195], [2.1995, -4.1974, 4.6989], [1.9742, -3.2923, 5.7171], [2.3590, -1.9716, 5.5635], [2.9895, -1.5728, 4.4004], [3.2501, -2.4767, 3.3753], [3.9777, -2.0139, 2.1391], [2.9434, -1.4625, 1.1741], [2.7711, -0.2238, 1.0811], [2.2341, -2.2404, 0.4953], [-0.6976, -4.6489, -0.1244], [0.5152, -5.6349, -2.0390], [2.9319, -6.1675, -1.7935], [4.0237, -5.0528, 2.4299], [1.8728, -5.2188, 4.8011], [1.4916, -3.6105, 6.6265], [2.1702, -1.2551, 6.3497], [3.2840, -0.5397, 4.2836], [4.4986, -2.8451, 1.6592], [4.6796, -1.2159, 2.3879], [-4.0869, 4.0869, -0.5965], [-3.8259, 3.1897, -1.8011], [-2.4837, 2.4798, -1.7261], [-2.3935, 1.0228, -0.6013], [-3.2334, 1.3209, 0.5864], [-3.4223, -0.1340, -1.6138], [-3.4920, -1.4748, -0.9030], [-2.2163, -2.2936, -1.0636], [-5.0276, 4.6213, -0.7102], [-3.2861, 4.8161, -0.4960], [-4.1360, 3.4962, 0.3126], [-3.8349, 3.8015, -2.7075], [-4.6353, 2.4643, -1.9003], [-1.7163, 3.1688, -1.3718], [-2.1743, 2.0689, -2.6856], [-2.9393, -0.2082, -2.5844], [-4.4104, 0.3091, -1.7014], [-4.3315, -2.0547, -1.2944], [-3.6867, -1.2940, 0.1581], [-2.1373, -2.6856, -2.0766], [-2.2213, -3.1262, -0.3640], [-1.3375, -1.6800, -0.8679]],
  "s2": 0.76,
  "molar_mass_g_mol": 830.22,
  "multiplicity": 2,
  "homo_lumo_gap_ev": [6.74, 7.43],
  "e_tot_ev": -127264.186
}

=====

Record 2
{
  "formula": "C25H40Br2F3N3O4P",
  "method": "the ωB97M-V functional and the def2-TZVPD basis",
  "species": ["C", "C", "C", "O", "C", "C", "C", "C", "C", "C", "C", "N", "C", "C", "C", "C", "C", "F", "Br", "C", "F", "F", "Br", "N", "C", "C", "C", "O", "O", "P", "O", "H", "H", "H", "H", "H", "H", "H", "H", "H", "H", "H", "H", "H", "H", "H", "H", "H", "H", "H", "H", "H", "H", "H", "H", "H", "C", "C", "N", "C", "C", "C", "C", "H", "H", "H", "H", "H", "H", "H", "H", "H", "H", "H", "H", "H", "H", "H"],
  "xyz": [[4.6203, 0.4209, 1.5205], [4.3388, 1.4324, 0.3889], [3.2148, 0.9024, -0.4759], [2.7998, 1.7692, -1.5193], [2.0122, 2.8459, -1.0995], [0.5984, 2.4451, -0.6956], [-0.5544, 2.4132, -1.7300], [-0.5603, 1.2921, -2.7542], [0.2929, 0.1907, -2.6911], [0.1506, -0.7780, -3.6792], [-0.7913, -0.6294, -4.6895], [-1.6103, 0.4235, -4.7546], [-1.4780, 1.3388, -3.8052], [-1.7037, 2.1549, -0.7218], [-2.9723, 1.4372, -0.9414], [-3.6579, 0.9789, 0.3638], [-4.5938, -0.2139, 0.1165], [-4.9529, -0.3025, -1.1771], [-3.6609, -1.8320, 0.6735], [-5.8707, -0.0378, 0.9727], [-6.5461, 1.0066, 0.4695], [-5.5067, 0.2609, 2.2241], [-7.0486, -1.5710, 0.9695], [-1.3754, 2.6362, 0.4274], [-0.0700, 3.3302, 0.3758], [-0.4180, 4.7917, -0.0222], [0.6608, 5.4801, -0.8019], [0.5997, 5.6221, -1.9804], [1.6850, 5.9031, -0.0750], [0.6531, 3.3552, 2.0661], [-0.4728, 3.4587, 3.0210], [5.0656, 0.8996, 2.3824], [3.6867, -0.0446, 1.8366], [5.2504, -0.3805, 1.1499], [5.2546, 1.5550, -0.1784], [4.0749, 2.3786, 0.8604], [3.5622, -0.0044, -0.9655], [2.3904, 0.5984, 0.1747], [2.4933, 3.3749, -0.2699], [1.9527, 3.5391, -1.9340], [0.5468, 1.4541, -0.2460], [-0.6900, 3.3550, -2.2597], [1.0332, 0.0875, -1.9186], [0.7835, -1.6528, -3.6700], [-0.8737, -1.3802, -5.4593], [-2.1490, 2.1914, -3.8613], [-2.8098, 0.5804, -1.5862], [-3.6321, 2.1221, -1.4775], [-4.2163, 1.8134, 0.7823], [-2.8998, 0.6907, 1.0795], [-1.8893, 2.5927, 1.3061], [-0.6031, 5.3610, 0.8904], [-1.3214, 4.8618, -0.6104], [2.3022, 6.3256, -0.6942], [1.4073, 2.1715, 2.1782], [1.5016, 4.4730, 2.0836], [0.2103, -2.2920, 0.1871], [0.5214, -3.7803, 0.1869], [1.2992, -4.1827, 1.3387], [1.8752, -5.5130, 1.2148], [0.9192, -6.7072, 1.1249], [0.7187, -3.8531, 2.6295], [-0.6902, -4.3734, 2.9400], [1.1273, -1.7110, 0.3051], [-0.2586, -2.0093, -0.7574], [-0.4798, -2.0197, 0.9883], [1.1052, -4.0085, -0.7088], [-0.4232, -4.3390, 0.0901], [2.5615, -5.6681, 2.0505], [2.5054, -5.5123, 0.3199], [0.4447, -6.9257, 2.0803], [1.4782, -7.5981, 0.8348], [0.1399, -6.5548, 0.3774], [0.7036, -2.7624, 2.7254], [1.4076, -4.1893, 3.4068], [-1.3863, -4.1883, 2.1191], [-1.0830, -3.8611, 3.8205], [-0.6991, -5.4391, 3.1580]],
  "charge": 1,
  "molar_mass_g_mol": 694.39,
  "homo_lumo_gap_ev": 6.16,
  "e_tot_ev": -196753.772
}

=====

Record 3
{
  "formula": "C6H10S",
  "method": "the ωB97M-V functional and the def2-TZVPD basis",
  "species": ["C", "C", "C", "C", "C", "C", "S", "H", "H", "H", "H", "H", "H", "H", "H", "H", "H"],
  "xyz": [[-0.4072, -1.5356, -0.1773], [-1.5009, -0.9863, -0.6532], [0.3960, -0.7120, 0.7056], [-1.6779, 0.4593, 0.0530], [0.3696, 1.5074, -0.4105], [-0.2176, 0.7282, 0.6490], [3.9768, -0.1479, 0.1064], [-0.0286, -2.5379, -0.5510], [-2.2861, -1.4028, -1.1940], [0.3163, -1.0421, 1.6633], [1.4303, -0.7853, 0.4477], [-1.9928, 1.2445, -0.6393], [-2.3165, 0.4771, 0.8509], [0.5694, 1.1424, -1.3484], [0.7468, 2.6221, -0.4262], [-0.2195, 1.2992, 1.5979], [2.8420, -0.3305, -0.6738]],
  "molar_mass_g_mol": 114.21,
  "relative_energy_kcal_mol": 121.8,
  "homo_lumo_gap_ev": [9.94, 5.23],
  "e_tot_ev": -17214.340
}